1.
The following is a quantum chemistry calculation of C4H22O9Sr as an isolated structure, from OMol25.

The geometry in XYZ format:
```
36
Properties=species:S:1:pos:R:3:forces:R:3:lowdin_charge:R:1
Sr -0.8341 -0.4383 0.2482 -2.67 8.70 -4.44 1.95
O -2.3940 -1.5442 0.6819 -8.11 -5.07 0.94 -0.20
H -2.4978 -2.4831 0.8364 -0.64 -0.57 -0.05 0.13
H -3.1939 -1.1532 1.0334 -0.62 -0.82 0.78 0.11
O -0.6003 0.5462 1.9549 0.77 3.68 10.43 -0.21
H -0.1478 1.3541 2.1974 -0.12 0.15 0.81 0.12
H -0.1900 -0.1298 2.4941 -0.20 1.82 0.84 0.07
O -0.6651 -1.5247 1.9552 -1.44 -7.13 7.06 -0.21
H -0.2043 -1.5153 2.7941 0.23 -1.06 0.82 0.14
H -0.8666 -2.4479 1.8024 -0.04 -0.61 0.63 0.13
O -0.6987 -1.8135 -0.9260 -0.61 -16.62 -6.53 -0.31
H -0.1509 -2.5973 -0.8828 0.34 -0.96 -0.36 0.13
H -1.3100 -1.9872 -1.6417 -0.33 -0.48 -0.58 0.14
O -2.4299 0.6314 0.0223 -9.12 5.60 -1.46 -0.19
H -3.1958 0.1508 0.3362 -0.74 1.06 -0.48 0.09
H -2.7215 1.0426 -0.7915 -0.59 0.75 -0.19 0.11
C 0.2442 1.9437 -0.9399 0.15 2.00 0.15 -0.15
C -0.2973 1.0832 -2.0091 1.54 -0.71 -2.93 -0.15
O 0.0126 -0.3218 -1.8420 0.91 4.69 -3.12 -0.24
O -0.3379 1.5535 0.3285 2.00 8.31 -4.22 -0.34
H 0.0679 2.9781 -1.2350 -1.15 0.15 0.15 0.16
H 1.3230 2.0846 -0.8737 0.16 -0.94 0.11 0.13
H 0.2689 1.2582 -2.9240 -0.46 1.31 -0.19 0.16
H -1.3614 1.2126 -2.2068 0.03 0.13 0.02 0.13
H 0.1223 -0.7691 -2.6843 0.15 0.33 -0.37 0.15
H -0.5222 2.3599 0.8156 -0.28 0.51 -0.14 0.15
C 1.7506 0.0637 0.7691 4.94 2.02 -2.07 -0.18
C 2.4491 0.1199 -0.6434 2.25 1.24 0.64 -0.16
O 3.4727 1.1653 -0.7539 -1.67 0.22 -0.08 -0.05
O 0.8373 -0.9627 0.7581 14.61 -4.35 2.59 -0.38
H 1.3668 1.0581 0.9968 0.03 -0.83 -0.04 0.12
H 2.5742 -0.0777 1.4690 -0.16 -0.43 0.35 0.16
H 1.7111 0.3337 -1.4166 1.28 -0.54 0.44 0.08
H 3.0789 -0.7419 -0.8641 -0.90 -0.85 0.15 0.14
H 4.0158 1.2791 0.0295 0.03 -0.31 0.23 0.09
H 1.3242 -1.7109 1.1115 0.41 -0.39 0.12 0.16
```
Forces are in eV/Å.

Properties
Total charge: +2
2S+1: 1
Energy relative to the best compared isomer or geometry (same formula, charge and spin), eV: 26.1567
Frontier orbital gap, eV: 9.6039
Energy, eV: -23732.300

2.
The following is a quantum chemistry calculation of an isolated ion of composition C7H9N4 and charge +1, from OMol25.

The geometry in XYZ format:
```
20
Properties=species:S:1:pos:R:3:forces:R:3:lowdin_charge:R:1
C -0.9117 2.0887 1.7005 2.56 2.46 -2.99 0.06
C -0.1761 2.8744 0.7009 -2.81 -3.04 2.61 0.06
C -0.9611 0.8103 1.2107 0.35 -0.87 -0.78 0.08
C 0.0036 2.0597 -0.3584 0.47 -4.71 -0.47 0.05
C -0.2238 -2.5177 0.2369 4.54 2.27 0.94 -0.10
C 1.2600 -2.4983 0.5348 -3.11 0.07 -0.63 -0.18
C -0.3147 -0.3915 -0.8619 -0.67 -3.33 0.25 -0.36
N -0.7920 -1.5861 -0.3925 -0.72 4.12 -3.00 0.11
N 2.0243 -1.5413 0.2967 1.98 -0.73 0.44 0.15
N -0.3220 0.7176 -0.0549 -0.06 3.46 0.58 0.03
N 0.0586 -0.3742 -2.1748 -0.87 0.04 0.40 0.20
H -1.2200 2.6702 2.5065 -0.91 -0.33 1.78 0.11
H 0.0933 3.8526 0.6839 0.50 2.73 0.37 0.10
H -1.3873 -0.1065 1.5082 -0.56 -0.59 0.91 0.13
H 0.4809 2.1487 -1.2564 1.13 1.00 -2.17 0.11
H -0.8120 -3.2526 0.5236 -2.29 -3.96 1.30 0.07
H 1.5447 -3.4825 0.8401 0.92 -0.40 0.63 0.11
H -0.0064 0.4895 -2.6794 -0.13 0.28 -0.46 0.10
H -0.2471 -1.2192 -2.6860 0.43 0.78 0.44 0.15
H 1.9088 -0.7418 -0.2783 -0.75 0.76 -0.13 0.04
```
Forces are in eV/Å.

Properties
Total charge: +1
⟨S²⟩: 2.02
2S+1: 3
Energy relative to the best compared isomer or geometry (same formula, charge and spin), eV: 0.8079
Frontier orbital gap (alpha / beta), eV: 4.9546 / 3.6904
Energy, eV: -13352.364

3.
The following is a quantum chemistry calculation of C2H9NO7P2V as an isolated structure, from OMol25.

The geometry in XYZ format:
```
22
Properties=species:S:1:pos:R:3:forces:R:3:lowdin_charge:R:1
C -1.0630 -2.3567 0.2550 -0.82 0.24 -0.50 -0.08
C -1.3187 -1.8169 -1.1537 0.18 -1.66 0.05 -0.23
O -0.3990 -0.7583 -1.5817 0.08 0.70 0.18 -0.22
P -0.6539 0.6531 -0.9163 -0.53 0.38 -0.21 0.32
O -1.6488 0.6639 0.1213 -0.83 -0.47 1.18 -0.21
O -1.0813 1.7035 -2.0085 1.47 -0.16 -0.42 -0.05
O 0.8728 1.1786 -0.4060 0.28 -1.84 -0.51 -0.37
P 1.7548 -0.1140 0.2368 -0.30 -0.34 -0.13 0.85
N 2.5129 0.4843 1.6065 -0.61 0.18 -0.27 -0.06
O 2.9751 -0.4620 -0.7403 -0.45 0.39 0.18 -0.16
H -0.0022 -2.4476 0.4694 0.01 0.03 0.10 0.05
H -1.5090 -3.3533 0.2686 0.11 -0.03 0.08 0.09
H -1.6062 -1.7608 0.9839 0.39 0.09 0.22 0.07
H -2.3634 -1.5582 -1.3063 0.12 0.52 0.07 0.13
H -1.1225 -2.6477 -1.8305 0.22 0.33 -0.32 0.12
H -0.3753 1.8409 -2.6644 -0.39 0.20 -0.17 0.11
H 1.8969 1.1036 2.1293 0.06 0.19 -0.18 0.05
H 2.7181 -0.2999 2.2249 0.38 0.06 -0.09 0.07
H 2.6002 -1.0360 -1.4335 0.41 0.05 -0.05 0.08
O -1.3763 4.9361 2.7936 1.61 -2.64 -2.09 -0.38
V -0.7346 3.6687 1.9159 -1.41 1.29 1.33 1.23
O -0.0407 2.3924 0.9823 0.02 2.50 1.55 -0.41
```
Forces are in eV/Å.

Properties
Total charge: +1
2S+1: 1
Frontier orbital gap, eV: 3.8550
Energy, eV: -62297.458

4.
The following is a quantum chemistry calculation of C72H62N2O5S3SeTeTi as an isolated structure, from OMol25.

The geometry in XYZ format:
```
147
Properties=species:S:1:pos:R:3:forces:R:3:lowdin_charge:R:1
Ti 0.5179 -0.4966 0.6409 -0.11 0.16 -0.08 0.71
C -7.8375 -0.4194 1.0848 0.00 -0.01 0.00 -0.03
C -6.4406 -0.1304 0.6167 0.00 -0.01 0.00 -0.24
C -6.0225 -0.4902 -0.6616 -0.02 0.00 -0.02 -0.01
C -4.7355 -0.2113 -1.0964 0.03 0.00 -0.01 -0.05
C -3.8615 0.4447 -0.2426 -0.04 0.01 -0.03 -0.40
C -4.2496 0.8098 1.0408 0.04 0.02 0.01 -0.09
C -5.5335 0.5179 1.4604 -0.01 0.01 0.02 -0.01
S -2.2207 0.7303 -0.8476 -0.20 -0.23 -0.08 1.03
O -1.3592 0.8046 0.4220 0.08 0.00 0.13 -0.65
C -2.4487 2.3649 -1.5179 -0.06 0.02 -0.01 -0.32
C -2.9667 3.3319 -0.6272 0.04 -0.01 0.03 -0.08
C -3.6263 4.4206 -1.1000 0.03 0.02 0.07 0.01
C -4.0440 4.4232 -2.4534 0.02 -0.01 -0.09 -0.15
C -5.0414 5.3311 -2.8814 -0.01 -0.01 -0.01 -0.02
C -5.6636 5.1615 -4.0838 -0.02 0.03 0.00 -0.05
C -5.3253 4.0564 -4.8879 -0.01 -0.02 -0.03 -0.04
C -4.3003 3.2223 -4.5382 0.01 0.00 -0.01 -0.04
C -3.5711 3.4194 -3.3381 -0.05 0.08 0.06 -0.10
C -2.4933 2.5397 -2.9095 -0.04 0.01 0.04 -0.07
C -1.5880 1.8715 -3.8787 0.11 -0.11 0.03 -0.07
C -1.5993 2.1722 -5.2999 0.01 -0.06 -0.07 -0.11
C -1.8860 3.4595 -5.8226 -0.02 0.00 0.00 -0.04
C -1.8529 3.7004 -7.1672 0.00 0.03 0.02 -0.04
C -1.5707 2.6652 -8.0797 0.00 -0.01 -0.02 -0.05
C -1.2106 1.4367 -7.6096 0.00 0.00 -0.02 -0.02
C -1.1444 1.1881 -6.2174 -0.06 0.08 -0.02 -0.14
C -0.5016 0.0200 -5.7431 0.06 -0.08 0.05 0.02
C -0.1216 -0.0321 -4.4389 -0.05 0.03 0.00 -0.05
C -0.6165 0.9216 -3.5242 -0.04 0.07 -0.12 -0.31
S 0.3334 1.1729 -2.0554 -0.01 0.18 0.15 1.07
O 0.3585 -0.1948 -1.3273 0.28 -0.07 0.03 -0.67
C 1.9680 1.2988 -2.7043 -0.02 0.05 -0.14 -0.37
C 2.8461 0.2267 -2.6712 -0.05 -0.02 0.12 -0.04
C 4.1110 0.4015 -3.1999 0.07 -0.02 -0.03 -0.01
C 4.5065 1.6177 -3.7543 0.00 -0.02 0.00 -0.24
C 5.8993 1.7872 -4.2875 0.02 0.01 0.00 -0.03
C 3.6010 2.6780 -3.7665 0.00 0.02 0.00 -0.02
C 2.3315 2.5296 -3.2370 -0.05 -0.01 0.01 -0.06
H -8.3312 -1.1449 0.4412 0.01 0.00 0.00 0.08
H -8.4357 0.4940 1.0809 0.01 0.00 0.00 0.10
H -7.8385 -0.8054 2.1041 0.00 0.01 -0.01 0.09
H -6.7080 -1.0084 -1.3216 0.03 0.01 0.02 0.13
H -4.4116 -0.5142 -2.0868 -0.01 0.01 0.04 0.12
H -3.5467 1.3015 1.7025 -0.02 0.00 -0.02 0.10
H -5.8472 0.7949 2.4612 0.02 -0.01 -0.04 0.13
H -2.8253 3.1800 0.4357 -0.01 0.01 0.01 0.11
H -3.9714 5.2030 -0.4346 0.02 -0.02 -0.01 0.13
H -5.3430 6.1241 -2.2080 0.00 -0.02 -0.01 0.12
H -6.4496 5.8374 -4.3955 0.03 -0.02 0.01 0.12
H -5.8871 3.8588 -5.7921 0.02 0.01 0.03 0.12
H -4.0751 2.3773 -5.1709 0.00 0.01 0.02 0.12
H -2.0928 4.2785 -5.1501 0.01 -0.02 -0.01 0.12
H -2.0388 4.7018 -7.5334 0.00 -0.02 0.01 0.12
H -1.5893 2.8615 -9.1434 0.00 0.00 0.02 0.12
H -0.9128 0.6478 -8.2897 0.00 0.02 0.02 0.12
H -0.1880 -0.7408 -6.4479 -0.02 0.03 0.03 0.13
H 0.5616 -0.7906 -4.0801 0.04 -0.03 0.00 0.12
H 2.5548 -0.7107 -2.2120 0.01 0.00 -0.04 0.11
H 4.8145 -0.4211 -3.1652 -0.03 0.02 0.01 0.11
H 6.2337 0.8893 -4.8064 -0.01 0.00 0.01 0.09
H 6.5958 1.9706 -3.4660 -0.01 0.00 -0.02 0.10
H 5.9643 2.6283 -4.9758 0.00 -0.01 0.01 0.08
H 3.8982 3.6302 -4.1884 -0.01 -0.02 0.01 0.12
H 1.6300 3.3574 -3.2446 0.01 0.00 -0.02 0.12
C 5.7386 -2.2613 5.1506 0.01 -0.01 0.00 -0.03
C 4.8007 -1.8261 4.0584 0.04 0.00 0.11 -0.23
C 5.1770 -1.9312 2.7168 -0.02 -0.02 -0.13 0.05
C 4.3535 -1.5121 1.6894 -0.13 0.09 0.11 -0.07
C 4.8505 -1.5125 0.2684 0.22 -0.10 0.13 -0.30
O 4.9932 -0.4544 -0.3014 -0.10 0.08 -0.13 0.12
C 5.2264 -2.8121 -0.3474 -0.05 -0.07 -0.07 -0.15
C 6.0155 -2.8031 -1.4990 -0.01 0.04 0.04 -0.02
C 6.3538 -3.9919 -2.1183 0.03 0.00 -0.03 -0.06
C 5.8990 -5.1988 -1.5980 0.01 -0.02 -0.03 -0.06
C 5.1127 -5.2165 -0.4558 -0.02 -0.01 0.03 -0.06
C 4.7807 -4.0263 0.1745 0.01 0.07 -0.06 -0.04
C 3.0865 -0.9988 1.9944 -0.01 -0.05 0.03 -0.23
O 2.2758 -0.6318 1.0046 0.29 -0.17 0.23 -0.27
C 2.6711 -0.8868 3.3321 0.05 -0.11 -0.19 -0.06
C 3.5578 -1.3023 4.3428 -0.01 0.00 0.02 0.05
C 1.3535 -0.3689 3.6809 -0.05 0.05 -0.02 -0.17
N 0.4198 -0.1356 2.8076 0.08 -0.04 -0.12 -0.01
C -0.8627 0.4177 3.2723 0.04 0.03 -0.01 -0.28
C -1.9250 -0.6629 3.3233 0.03 -0.14 0.02 -0.36
Te -1.8066 -1.9282 1.5911 -0.08 0.08 0.04 1.59
C -1.2057 -3.6383 2.6541 0.08 0.02 0.10 -0.51
C -2.1410 -4.6518 2.8259 -0.05 0.02 0.05 -0.14
C -1.7960 -5.7896 3.5449 -0.04 0.00 -0.01 -0.06
C -0.5256 -5.9091 4.0884 0.03 -0.03 0.01 -0.06
C 0.4080 -4.8950 3.9120 0.01 -0.03 0.01 -0.06
C 0.0725 -3.7596 3.1898 -0.09 -0.04 0.02 -0.16
C 1.1098 -0.1203 5.1362 -0.03 -0.03 0.06 -0.22
C 0.4386 -1.0732 5.8963 0.03 -0.02 0.01 -0.03
C 0.2256 -0.8520 7.2502 -0.01 0.00 0.01 -0.05
C 0.6755 0.3186 7.8444 -0.01 0.00 0.01 -0.06
C 1.3556 1.2638 7.0882 0.00 0.01 0.00 -0.05
C 1.5811 1.0424 5.7374 0.01 0.01 -0.02 -0.03
H 6.1167 -3.2679 4.9666 -0.01 0.02 0.00 0.09
H 5.2442 -2.2574 6.1211 0.01 0.01 -0.02 0.08
H 6.6014 -1.5951 5.2104 -0.02 -0.01 -0.01 0.09
H 6.1482 -2.3485 2.4688 -0.02 0.01 0.00 0.15
H 6.3705 -1.8531 -1.8795 -0.01 -0.03 0.01 0.11
H 6.9773 -3.9862 -3.0035 -0.02 0.00 0.03 0.11
H 6.1649 -6.1289 -2.0846 -0.01 0.02 0.01 0.11
H 4.7594 -6.1582 -0.0551 0.01 0.03 -0.01 0.11
H 4.1589 -4.0413 1.0598 -0.02 0.01 0.03 0.11
H 3.2541 -1.2218 5.3778 -0.02 0.01 0.00 0.13
H -1.1484 1.1874 2.5613 -0.04 0.04 -0.03 0.07
H -0.7572 0.8789 4.2526 0.00 0.03 0.03 0.13
H -2.9274 -0.2507 3.4085 -0.01 0.02 -0.05 0.05
H -1.7566 -1.3403 4.1583 -0.01 0.00 0.04 0.05
H -3.1336 -4.5654 2.3988 0.03 0.00 0.00 0.10
H -2.5229 -6.5812 3.6783 0.03 0.03 -0.01 0.11
H -0.2582 -6.7971 4.6468 -0.01 0.02 -0.01 0.11
H 1.4031 -4.9932 4.3296 -0.03 0.01 -0.02 0.11
H 0.8142 -2.9926 3.0220 0.06 0.05 -0.01 0.07
H 0.1118 -2.0015 5.4392 0.00 0.03 0.00 0.11
H -0.2866 -1.5993 7.8429 0.01 0.02 -0.02 0.12
H 0.5060 0.4897 8.8996 0.01 -0.01 -0.03 0.11
H 1.7210 2.1700 7.5541 -0.01 -0.02 -0.01 0.11
H 2.1368 1.7694 5.1545 -0.01 -0.03 0.01 0.12
Se 1.0491 -2.8637 -0.0828 -0.01 0.20 0.03 0.87
C -0.5649 -3.6409 -0.7614 -0.07 0.00 -0.06 -0.66
C -1.3456 -2.9850 -1.7120 0.02 -0.10 0.03 -0.14
C -2.5178 -3.5887 -2.1411 0.01 0.03 -0.01 -0.14
N -2.9472 -4.7681 -1.7004 -0.02 -0.03 0.04 0.08
C -2.1865 -5.3960 -0.8079 -0.01 0.01 -0.03 -0.13
C -0.9965 -4.8803 -0.3068 0.03 -0.04 -0.02 -0.12
H -1.0448 -2.0275 -2.1104 0.02 0.08 -0.04 0.08
H -3.1416 -3.0981 -2.8835 0.02 -0.02 0.03 0.11
H -2.5444 -6.3619 -0.4660 0.00 0.03 -0.01 0.12
H -0.4338 -5.4337 0.4354 0.00 0.02 -0.05 0.11
O 1.2367 1.6528 0.5756 -0.36 -0.10 -0.13 -0.62
S 1.7313 3.0738 0.6763 0.25 0.04 0.07 1.04
C 0.2913 4.1612 0.5288 0.02 -0.03 0.02 -0.30
C -0.3494 4.2320 1.9066 -0.03 -0.04 -0.01 -0.22
C 0.8212 4.4168 2.8680 0.05 0.06 0.00 -0.21
C 1.8674 3.3752 2.4744 -0.03 0.00 -0.01 -0.28
H -0.3254 3.7472 -0.2665 -0.06 0.00 -0.03 0.07
H 0.6738 5.1360 0.2120 0.02 -0.05 0.01 0.11
H -0.8689 3.2930 2.1157 -0.01 0.01 -0.01 0.09
H -1.0749 5.0430 1.9712 0.01 0.00 0.00 0.12
H 0.5351 4.2980 3.9131 -0.02 -0.01 -0.01 0.12
H 1.2317 5.4227 2.7566 -0.01 -0.02 0.02 0.12
H 1.6418 2.3931 2.8931 0.01 -0.02 -0.02 0.07
H 2.8936 3.6401 2.7200 0.00 0.03 -0.02 0.10
```
Forces are in eV/Å.

Properties
Total charge: +2
2S+1: 1
Energy relative to the best compared isomer or geometry (same formula, charge and spin), eV: 0.1811
Frontier orbital gap, eV: 6.5993
Energy, eV: -217138.174

Look up the energy of the first one. -23732.300 eV

Number 2 is which compound? C7H9N4

Look up the 2S+1 of the second one. 3

Look up the 2S+1 of the first one. 1